# 1
This record from the Open Molecules 2025 dataset describes a structure of composition C5H8N. The level of theory is ωB97M-V/def2-TZVPD.

CARTESIAN COORDINATES (ANGSTROEM)
C -0.66191 -0.21326 0.58452
C 2.42714 -0.24112 0.65133
C 1.79177 0.72551 -0.44037
C 1.11931 -0.50469 -0.05610
C -3.02524 0.10459 -0.20303
N -1.72503 -0.02161 0.26074
H 3.03587 -1.00597 0.17897
H 2.55424 -0.06918 1.69418
H 1.58728 1.60370 0.15541
H 2.31724 0.88727 -1.35262
H 0.74113 -1.47559 -0.50797
H -3.06752 0.93926 -0.81091
H -3.30864 -0.84479 -0.71675
H -3.78566 0.11589 0.56260

The calculation puts the LUMO energy at -4.83 eV. The calculation puts the HOMO-LUMO gap at 10.80 eV. As for the charge: +1. As for the highest occupied orbital energy: -15.63 eV. Its energy above the lowest of the compared OMol25 structures with the same formula, charge and spin is 419.3 kJ/mol. The total energy comes out at -6793.743 eV.


# 2
This record from the Open Molecules 2025 dataset describes a structure of composition C30H69ClIO15PS. The level of theory is ωB97M-V/def2-TZVPD.

CARTESIAN COORDINATES (ANGSTROEM)
C -0.80259 -2.62880 1.56466
C -0.26704 -1.30563 2.07709
C -1.30864 -0.26271 2.46794
I -1.96528 -0.47744 4.49689
P -2.80135 -0.20421 1.37051
Cl -1.89353 0.58733 -0.32367
C -3.74645 1.22149 2.06780
C -5.17983 0.90811 2.54422
C -5.45594 -0.50021 3.09652
S -6.51144 -1.36175 1.94991
O -7.82486 -0.88848 2.18581
O -6.01900 -1.28740 0.63419
O -6.44718 -2.88088 2.44051
H -1.20825 -3.24585 2.35717
H 0.02731 -3.18090 1.13679
H -1.53095 -2.51816 0.77315
H 0.31850 -1.52211 2.96366
H 0.42854 -0.86980 1.37171
H -0.82725 0.70580 2.42304
H -3.19419 1.71968 2.85357
H -3.82063 1.94141 1.26117
H -5.90381 1.12398 1.77050
H -5.39479 1.59180 3.35399
H -4.57432 -1.06601 3.35304
H -6.05591 -0.41983 3.99497
H -6.39737 -2.83565 3.41672
C 0.82009 -1.41420 -2.66086
O 0.85589 -0.36864 -3.60526
C 0.05677 0.73552 -3.21405
C 0.55517 2.01806 -3.83738
O 1.70894 2.55844 -3.21153
C 2.95244 1.92449 -3.46696
C 3.51568 2.19501 -4.84311
O 2.87244 1.39889 -5.82221
C 2.93801 1.97035 -7.10974
H -0.18970 -1.83096 -2.56652
H 1.49422 -2.19426 -3.00953
H 1.16244 -1.06651 -1.67808
H 0.06463 0.83842 -2.12393
H -0.97485 0.55027 -3.54514
H -0.22139 2.77241 -3.69245
H 0.70352 1.90038 -4.91238
H 2.90047 0.85213 -3.26977
H 3.64184 2.36221 -2.74152
H 4.58738 1.95046 -4.84324
H 3.39755 3.25988 -5.07623
H 2.47362 2.96355 -7.11869
H 2.38476 1.32384 -7.78844
H 3.97534 2.04761 -7.45593
C 3.91804 -4.82256 6.74176
O 4.44900 -3.60909 6.26024
C 4.58027 -3.59295 4.84967
C 4.54675 -2.17963 4.31685
O 3.24765 -1.61035 4.26323
C 2.66283 -1.18643 5.48640
C 3.25541 0.08551 6.04637
O 4.49054 -0.17039 6.69137
C 5.32384 0.96542 6.73444
H 4.58920 -5.66266 6.52854
H 3.80540 -4.72576 7.81956
H 2.93358 -5.02198 6.30217
H 3.77254 -4.17014 4.38426
H 5.54216 -4.05182 4.58117
H 4.87974 -2.21599 3.27730
H 5.24022 -1.53798 4.86296
H 2.66890 -1.98722 6.22786
H 1.62025 -0.97953 5.23498
H 2.55819 0.50756 6.78392
H 3.38956 0.80804 5.23252
H 5.53893 1.33333 5.72421
H 6.25933 0.66875 7.20396
H 4.86933 1.77018 7.32404
C 7.93767 1.34642 -12.60683
O 6.83246 2.21542 -12.50969
C 5.81943 1.71493 -11.65481
C 4.98277 2.83692 -11.08413
O 5.61153 3.54416 -10.02394
C 6.67048 4.42732 -10.36465
C 6.22309 5.70304 -11.04059
O 5.92918 5.48046 -12.40878
C 5.02291 6.42629 -12.92794
H 7.65348 0.39113 -13.06338
H 8.68083 1.83117 -13.23652
H 8.37955 1.16174 -11.62057
H 6.26251 1.14425 -10.83033
H 5.16948 1.04770 -12.23833
H 4.09549 2.38543 -10.63426
H 4.64250 3.51630 -11.86728
H 7.43753 3.92085 -10.95222
H 7.11779 4.70557 -9.40793
H 7.03303 6.44293 -10.97377
H 5.34277 6.09607 -10.51816
H 4.07812 6.41176 -12.37160
H 4.82244 6.15563 -13.96249
H 5.44411 7.43812 -12.90013
C -10.96576 -0.96828 7.10509
O -9.98385 -1.96735 7.26765
C -9.45281 -2.41341 6.03221
C -8.06167 -2.97527 6.21122
O -7.04624 -1.98889 6.35765
C -6.98416 -1.30849 7.60782
C -6.45711 -2.15131 8.74665
O -7.45431 -3.02978 9.23542
C -6.91186 -4.16581 9.86948
H -11.83785 -1.35269 6.56417
H -11.27747 -0.65158 8.09818
H -10.55902 -0.10165 6.57100
H -9.41629 -1.58957 5.31000
H -10.10499 -3.20224 5.63305
H -7.80827 -3.50530 5.28959
H -8.02968 -3.70052 7.02512
H -7.94710 -0.86164 7.85774
H -6.27388 -0.49370 7.44981
H -6.14804 -1.48659 9.56548
H -5.58303 -2.71673 8.40133
H -6.27052 -4.73054 9.18227
H -7.74199 -4.80024 10.17238
H -6.33394 -3.88741 10.75837

The calculation puts the LUMO energy at 0.00 eV. The calculation puts the HOMO-LUMO gap at 9.02 eV. As for the highest occupied orbital energy: -9.02 eV. Its energy above the lowest of the compared OMol25 structures with the same formula, charge and spin is 0.0 kJ/mol. The total energy comes out at -103681.960 eV.


# 3
This record from the Open Molecules 2025 dataset describes a structure of composition C28H32N5O3RuSSe2. The level of theory is ωB97M-V/def2-TZVPD.

CARTESIAN COORDINATES (ANGSTROEM)
Ru -0.39902 0.38010 -0.61366
N 1.27614 -3.58017 -0.50983
C 0.65253 -2.45672 -0.14412
N 0.25427 -1.54307 -0.97367
C 0.51232 -1.69766 -2.34220
N 0.14784 -0.79936 -3.19136
N -0.36148 0.32075 -2.57272
C -0.96286 1.19552 -3.28710
C -1.35485 2.41439 -2.59927
C -1.97372 3.45359 -3.28242
C -2.19182 4.65225 -2.62753
C -1.76582 4.77380 -1.31782
C -1.18351 3.67877 -0.69590
N -0.98799 2.51069 -1.29902
C 1.22221 -2.88687 -2.78816
C 1.58303 -3.08624 -4.12308
C 2.30115 -4.20479 -4.48587
C 2.67731 -5.14018 -3.51997
C 2.34039 -4.95676 -2.19569
C 1.61408 -3.82628 -1.83412
H 1.62953 -4.18095 0.21652
H 0.46770 -2.29875 0.91342
H -1.10770 1.05380 -4.35178
H -2.25995 3.31365 -4.31645
H -2.67254 5.47810 -3.13526
H -1.89273 5.69303 -0.76384
H -0.87545 3.74811 0.33309
H 1.29102 -2.34121 -4.84996
H 2.58226 -4.35679 -5.51910
H 3.24459 -6.01495 -3.80983
H 2.64114 -5.66993 -1.43761
O 1.68034 2.55014 2.48411
C 0.31434 2.89352 2.36960
C -0.52689 2.24970 3.46889
C -0.02682 2.81543 4.81008
O -0.60553 2.21558 5.96345
C -2.00229 2.62104 3.30920
Se -2.91008 1.94472 1.71611
C -0.30925 0.74509 3.46419
Se -0.92471 -0.23252 1.87640
H 1.96214 2.23283 1.60542
H -0.07581 2.54193 1.41556
H 0.20272 3.98668 2.42713
H -0.19292 3.90061 4.81552
H 1.04587 2.64259 4.88669
H -1.54510 2.41849 5.97618
H -2.09245 3.71093 3.28112
H -2.56327 2.26875 4.17612
H -0.81136 0.28904 4.31412
H 0.75905 0.55530 3.56380
S 1.84336 1.09607 -0.53539
C 2.77459 -0.27223 0.11399
C 3.63280 -0.99050 -0.72225
C 4.35727 -2.07588 -0.24254
C 4.23903 -2.46426 1.08574
C 3.39996 -1.74685 1.93232
C 2.67871 -0.66108 1.45234
H 3.71722 -0.69173 -1.76080
H 5.01723 -2.61647 -0.91171
H 4.81265 -3.30219 1.46471
H 3.31632 -2.02190 2.97766
H 2.03284 -0.09988 2.11472
C -3.28877 -2.06136 0.14677
C -3.50659 -0.70058 -0.44384
C -4.88917 -0.13153 -0.38481
O -2.59721 -0.07317 -0.96138
H -4.19657 -2.66294 0.11618
H -3.00186 -1.91819 1.19266
H -2.47315 -2.56392 -0.37046
H -5.57465 -0.76849 -0.95001
H -4.90108 0.88449 -0.76946
H -5.21906 -0.13314 0.65620

The calculation puts the LUMO energy (spin up / spin down) at -0.79 / -0.79 eV. The calculation puts the HOMO-LUMO gap (spin up / spin down) at 5.18 / 5.93 eV. As for the highest occupied orbital energy (spin up / spin down): -5.97 / -6.72 eV. Its energy above the lowest of the compared OMol25 structures with the same formula, charge and spin is 114.4 kJ/mol. The total energy comes out at -187258.837 eV. Its multiplicity is 2.


# 4
This record from the Open Molecules 2025 dataset describes a structure of composition C23H52LuP4Se. The level of theory is ωB97M-V/def2-TZVPD.

CARTESIAN COORDINATES (ANGSTROEM)
Lu -0.41551 -0.45918 -0.19513
P -1.34322 -2.80451 0.94012
P 1.80413 -0.91719 1.77482
P 1.57449 -1.80009 -1.59059
H -2.46501 1.90266 -3.77410
C -2.43465 0.80514 -3.80288
C -2.05032 0.03209 -2.77878
H -1.92192 0.47116 -1.76230
C -2.77963 -2.50962 2.02693
C -0.35709 -4.08264 1.80820
C -2.04706 -3.68415 -0.49671
C 3.25728 0.27779 1.96671
C 1.32535 -0.88735 3.58915
C 2.87851 -2.44421 1.90224
C 1.20432 -1.71877 -3.38981
C 1.86473 -3.61113 -1.41407
C 3.33100 -1.24702 -1.67120
H -2.72837 0.34622 -4.76594
H -2.03050 -1.06095 -2.92807
H -3.45287 -1.75352 1.58366
H -2.41114 -2.10797 2.98780
H -3.27764 -3.49240 2.10400
H 0.11731 -3.64443 2.70532
H 0.43208 -4.42979 1.11710
H -1.10730 -4.85985 2.05029
H -2.48498 -2.95382 -1.19173
H -2.81433 -4.36717 -0.11360
H -1.27877 -4.24099 -1.04554
H 3.93808 -0.05980 2.76585
H 2.89536 1.26906 2.26556
H 3.85344 0.37992 1.04617
H 2.20094 -1.17255 4.18896
H 0.51739 -1.59391 3.79858
H 1.02022 0.10459 3.92971
H 3.51337 -2.34440 2.79733
H 3.55672 -2.54484 1.05160
H 2.30467 -3.37329 1.99074
H 2.02241 -2.17953 -3.97252
H 1.08404 -0.66778 -3.68698
H 0.27187 -2.26902 -3.57926
H 2.40827 -3.98067 -2.29927
H 0.90558 -4.14394 -1.33866
H 2.46719 -3.79992 -0.51409
H 3.74151 -1.72258 -2.57452
H 3.88794 -1.57834 -0.78872
H 3.38970 -0.15514 -1.76335
C 1.18091 2.77488 -2.78864
C -0.06762 3.17314 -3.34318
C -0.16596 3.44821 -4.73537
C 0.94378 3.33925 -5.58837
C 2.17442 2.99622 -5.00708
C 2.26383 2.70494 -3.64675
Se 1.58266 2.02540 -1.00501
H 0.85157 0.89316 -1.66980
H -0.97746 3.24797 -2.73561
H -1.13134 3.56194 -5.24441
H 0.87228 3.44885 -6.67290
H 3.04116 2.85182 -5.62242
H 3.15423 2.27149 -3.22210
C -3.52618 1.39853 0.44915
C -2.37049 2.22737 0.99839
P -1.03259 1.29729 1.77903
C 0.19377 2.60094 2.31299
C -0.40386 3.99474 2.54970
C -1.83732 0.77059 3.36922
C -2.19018 1.89573 4.35691
H -3.25527 0.77864 -0.42806
H -4.30479 2.09550 0.12190
H -3.98170 0.76050 1.21855
H -1.91427 2.82729 0.19888
H -2.70356 2.93115 1.76360
H 0.61590 2.23703 3.26569
H 1.02035 2.64933 1.57502
H -1.15870 3.96760 3.35056
H 0.39458 4.64863 2.92223
H -0.84735 4.50066 1.67537
H -2.75281 0.22149 3.09909
H -1.16348 0.04726 3.85970
H -2.82880 2.68124 3.91155
H -2.75440 1.44497 5.19153
H -1.28894 2.36013 4.78761

The calculation puts the LUMO energy at -9.63 eV. The calculation puts the HOMO-LUMO gap at 7.08 eV. As for the charge: +3. As for the highest occupied orbital energy: -16.71 eV. Its energy above the lowest of the compared OMol25 structures with the same formula, charge and spin is 0.0 kJ/mol. The total energy comes out at -160791.181 eV.


# 5
This record from the Open Molecules 2025 dataset describes a structure of composition C17H24F4Mn2O11S. The level of theory is ωB97M-V/def2-TZVPD.

CARTESIAN COORDINATES (ANGSTROEM)
Mn -2.29079 1.45319 -2.87319
Mn -1.78170 -1.18535 -0.13443
F -1.58590 0.61400 -1.13768
C -4.87084 -2.44726 -3.36873
F -5.74117 -2.06957 -2.47368
F -4.82782 -3.74053 -3.36422
F -5.11324 -1.97544 -4.54602
S -3.15117 -1.81567 -2.93569
O -3.13800 -0.34879 -3.17821
O -2.92816 -2.12095 -1.50706
O -2.22594 -2.52361 -3.78120
O -0.57412 -0.49949 1.40553
C -0.13129 -0.22993 2.50688
O 0.99295 0.41597 2.66405
C 1.10459 0.90515 4.01613
C 0.31735 -0.10450 4.83757
C -0.82514 -0.43473 3.85874
H 0.66502 1.89828 4.09609
H 2.14847 0.92992 4.31500
H -0.05653 0.37073 5.74368
H 0.90026 -0.96975 5.14087
H -1.74358 0.12417 4.03325
H -1.10998 -1.48314 3.97350
O 5.03501 2.19161 -1.42660
C 3.92024 1.76072 -1.40711
O 3.62567 0.45018 -1.34455
C 2.20438 0.28544 -1.15495
C 1.68519 1.64454 -0.73515
C 2.66588 2.58764 -1.44556
H 1.96913 -0.54545 -0.49375
H 1.79026 -0.02432 -2.12209
H 1.64954 1.75598 0.34808
H 0.66969 1.83941 -1.10068
H 2.79856 3.52996 -0.92612
H 2.42614 2.70996 -2.50354
O -2.71344 2.41929 2.99697
C -1.76593 3.05095 2.65230
O -1.04901 3.81137 3.50520
C 0.02649 4.49337 2.87616
C -0.08517 4.18624 1.36617
C -1.16375 3.10731 1.25612
H 0.95663 4.04854 3.23034
H -0.04145 5.55944 3.07066
H 0.90043 3.90144 0.99372
H -0.30649 5.05595 0.74527
H -0.73980 2.11446 1.09765
H -1.95676 3.30334 0.53973
O -0.08907 -1.96440 -1.11124
C 0.50138 -2.86919 -1.68206
O 1.24643 -2.55978 -2.73021
C 1.91821 -3.72874 -3.24308
C 1.20021 -4.91819 -2.62478
C 0.63309 -4.35345 -1.34349
H 2.98438 -3.71390 -3.01583
H 1.85936 -3.76330 -4.32894
H 1.84463 -5.77008 -2.42208
H 0.36999 -5.23690 -3.25428
H 1.32039 -4.33676 -0.49200
H -0.32372 -4.78537 -1.06148

The calculation puts the LUMO energy (spin up / spin down) at -9.25 / -9.29 eV. The calculation puts the HOMO-LUMO gap (spin up / spin down) at 5.01 / 4.97 eV. As for the charge: +2. As for the highest occupied orbital energy (spin up / spin down): -14.26 / -14.26 eV. Its energy above the lowest of the compared OMol25 structures with the same formula, charge and spin is 210.9 kJ/mol. The total energy comes out at -124873.883 eV. Its multiplicity is 11.